No. 1
A molecular structure, C45H60BN6NaP, computed with wB97M-V/def2-TZVPD.

Output
Relative energy (zero: lowest compared OMol25 entry of this formula, charge and spin)   0.0 kJ/mol
Max |F|   0.010 hartree/bohr
Total charge   -1
Gap between HOMO and LUMO   6.589 eV
E_LUMO   2.17 eV
Calculated total energy   -2608.00761 Ha

Geometry (Å):
Na: -0.832 0.906 -0.463
C: -4.675 2.912 2.461
C: -3.282 2.763 1.854
C: -2.516 4.092 1.907
C: -2.494 1.680 2.537
C: -2.593 1.191 3.853
C: -1.597 0.233 3.955
C: -1.295 -0.670 5.119
C: -1.399 0.078 6.448
C: -2.235 -1.883 5.095
N: -0.970 0.176 2.755
N: -1.523 1.055 1.890
B: 0.185 -0.761 2.299
N: -0.354 -1.777 1.262
N: -1.135 -1.372 0.236
C: -1.566 -2.458 -0.383
C: -1.059 -3.609 0.254
C: -0.291 -3.130 1.302
C: 0.550 -3.897 2.280
C: 0.057 -5.332 2.443
C: 2.023 -3.858 1.855
C: -2.501 -2.341 -1.552
C: -3.954 -2.323 -1.060
C: -2.279 -3.455 -2.571
N: 1.359 0.088 1.762
N: 1.249 0.811 0.621
C: 2.335 1.565 0.533
C: 3.171 1.338 1.644
C: 2.512 0.390 2.405
C: 2.919 -0.179 3.735
C: 4.436 -0.349 3.827
C: 2.399 0.717 4.869
C: 2.528 2.523 -0.609
C: 3.952 3.068 -0.646
C: 1.513 3.673 -0.535
H: -5.269 3.629 1.889
H: -4.605 3.273 3.491
H: -5.203 1.956 2.469
H: -3.382 2.477 0.803
H: -2.401 4.418 2.945
H: -3.047 4.873 1.355
H: -1.523 3.970 1.471
H: -3.286 1.488 4.626
H: -0.274 -1.036 5.015
H: -2.423 0.423 6.622
H: -0.740 0.948 6.458
H: -1.118 -0.579 7.275
H: -3.270 -1.557 5.230
H: -1.986 -2.592 5.892
H: -2.167 -2.399 4.134
H: 0.576 -1.377 3.243
H: -1.224 -4.641 -0.015
H: 0.478 -3.406 3.253
H: 0.125 -5.883 1.501
H: -0.983 -5.350 2.776
H: 0.667 -5.854 3.184
H: 2.152 -4.333 0.879
H: 2.649 -4.384 2.583
H: 2.370 -2.824 1.779
H: -2.307 -1.380 -2.037
H: -4.186 -3.246 -0.520
H: -4.645 -2.231 -1.903
H: -4.111 -1.481 -0.383
H: -2.513 -4.433 -2.137
H: -1.241 -3.470 -2.915
H: -2.925 -3.307 -3.439
H: 4.127 1.790 1.854
H: 2.461 -1.162 3.846
H: 4.938 0.620 3.761
H: 4.808 -0.982 3.019
H: 4.707 -0.807 4.782
H: 2.894 1.690 4.829
H: 2.594 0.267 5.848
H: 1.323 0.879 4.766
H: 2.346 1.980 -1.537
H: 4.156 3.676 0.241
H: 4.088 3.698 -1.528
H: 4.685 2.258 -0.686
H: 1.611 4.201 0.419
H: 0.494 3.296 -0.624
H: 1.679 4.381 -1.351
C: 1.898 1.600 -8.452
C: 1.872 2.803 -7.763
C: 1.511 2.827 -6.420
C: 1.174 1.657 -5.744
C: 1.195 0.454 -6.456
C: 1.554 0.424 -7.795
P: 0.695 1.760 -3.956
C: 1.550 0.235 -3.359
C: 2.945 0.195 -3.449
C: 3.666 -0.845 -2.885
C: 3.006 -1.862 -2.204
C: 1.624 -1.837 -2.111
C: 0.901 -0.798 -2.689
C: -1.093 1.376 -3.940
C: -1.837 1.177 -5.104
C: -3.219 1.047 -5.017
C: -3.827 1.124 -3.771
C: -3.054 1.308 -2.628
C: -1.650 1.463 -2.638
H: 2.186 1.579 -9.497
H: 2.139 3.722 -8.272
H: 1.494 3.768 -5.880
H: 0.927 -0.465 -5.945
H: 1.564 -0.519 -8.331
H: 3.468 0.997 -3.962
H: 4.748 -0.862 -2.968
H: 3.570 -2.668 -1.747
H: 1.103 -2.622 -1.573
H: -0.181 -0.795 -2.631
H: -1.357 1.124 -6.074
H: -3.813 0.900 -5.912
H: -4.909 1.046 -3.699
H: -3.584 1.350 -1.674

Results of the Mulliken charge analysis, in e, for atoms 1 through 8: Na 0.9690; C -1.8266; C 1.4302; C -1.2870; C -0.6378; C -0.0219; C -0.8433; C 1.2673

***

No. 2
A molecular structure, C45H60KN6O3P, computed with wB97M-V/def2-TZVPD.

Output
Relative energy (zero: lowest compared OMol25 entry of this formula, charge and spin)   176.8 kJ/mol
Max |F|   0.051 hartree/bohr
Gap between HOMO and LUMO (alpha / beta)   5.663 / 5.740 eV
E_LUMO (alpha / beta)   -0.56 / -0.52 eV
Calculated total energy   -3246.34999 Ha

Geometry (Å):
K: -0.198 0.040 0.080
C: 3.115 0.413 6.961
C: 1.631 0.794 6.987
C: 0.896 -0.218 7.878
C: 1.502 2.198 7.591
C: 1.009 0.798 5.598
C: 1.713 0.545 4.457
C: 1.095 0.569 3.177
N: 1.611 0.242 2.010
C: 2.740 -0.343 1.645
C: 3.679 -0.990 2.485
C: 4.848 -1.507 2.001
C: 5.057 -1.462 0.602
C: 4.178 -0.932 -0.299
C: 2.963 -0.297 0.187
O: 2.139 0.281 -0.540
C: 4.525 -1.062 -1.782
C: 4.700 -2.549 -2.132
C: 5.836 -0.311 -2.056
C: 3.461 -0.510 -2.728
C: 5.919 -2.123 2.891
C: 7.219 -1.320 2.735
C: 5.520 -2.097 4.370
C: 6.163 -3.583 2.486
C: -0.287 1.073 3.051
O: -0.743 1.328 1.929
C: -1.031 1.240 4.293
C: -0.375 1.094 5.479
C: -2.491 1.689 4.326
C: -2.520 3.147 4.815
C: -3.287 0.790 5.289
C: -3.185 1.617 2.965
H: 3.504 0.375 7.976
H: 3.693 1.150 6.408
H: 3.261 -0.566 6.510
H: 1.335 -0.233 8.874
H: 0.967 -1.218 7.455
H: -0.155 0.036 7.978
H: 1.945 2.221 8.585
H: 0.460 2.494 7.669
H: 2.014 2.922 6.961
H: 2.776 0.388 4.502
H: 3.421 -1.109 3.522
H: 5.962 -1.915 0.221
H: 5.526 -3.000 -1.589
H: 4.895 -2.658 -3.197
H: 3.792 -3.099 -1.894
H: 6.652 -0.700 -1.453
H: 5.712 0.745 -1.827
H: 6.109 -0.408 -3.105
H: 2.522 -1.032 -2.579
H: 3.790 -0.651 -3.758
H: 3.292 0.546 -2.550
H: 7.046 -0.275 2.983
H: 7.590 -1.367 1.715
H: 7.984 -1.715 3.400
H: 5.378 -1.075 4.714
H: 6.305 -2.551 4.971
H: 4.603 -2.660 4.534
H: 6.450 -3.658 1.441
H: 5.257 -4.166 2.640
H: 6.957 -4.014 3.092
H: -0.933 1.259 6.390
H: -2.116 3.228 5.823
H: -3.537 3.534 4.816
H: -1.912 3.763 4.155
H: -3.000 0.939 6.326
H: -3.126 -0.257 5.039
H: -4.352 1.004 5.208
H: -2.745 2.323 2.272
H: -4.245 1.845 3.080
H: -3.075 0.626 2.536
N: 1.893 -4.327 -0.423
C: 1.453 -3.094 -0.042
N: 0.771 -2.314 -0.774
C: 0.414 -2.700 -2.057
N: -0.109 -1.869 -2.880
N: -0.454 -0.652 -2.612
C: 0.044 0.388 -3.142
C: -0.475 1.712 -2.845
C: -0.303 2.769 -3.747
C: -0.772 4.023 -3.399
C: -1.362 4.197 -2.156
C: -1.490 3.084 -1.335
N: -1.080 1.881 -1.673
C: 0.692 -4.072 -2.482
C: 0.275 -4.607 -3.698
C: 0.659 -5.883 -4.071
C: 1.454 -6.650 -3.231
C: 1.861 -6.148 -2.010
C: 1.490 -4.863 -1.638
H: 2.524 -4.855 0.161
H: 1.709 -2.779 0.961
H: 0.895 0.344 -3.826
H: 0.175 2.606 -4.703
H: -0.672 4.856 -4.082
H: -1.717 5.165 -1.836
H: -1.945 3.152 -0.359
H: -0.340 -3.999 -4.343
H: 0.358 -6.280 -5.029
H: 1.763 -7.640 -3.527
H: 2.473 -6.735 -1.341
C: -3.356 -2.300 2.426
P: -2.883 -2.401 0.662
C: -4.429 -2.620 -0.294
C: -1.991 -3.998 0.500
O: -2.105 -1.241 0.213
H: -3.829 -3.206 2.795
H: -4.036 -1.458 2.543
H: -2.448 -2.097 2.992
H: -5.014 -3.468 0.050
H: -4.152 -2.755 -1.339
H: -5.017 -1.707 -0.215
H: -2.600 -4.851 0.786
H: -1.108 -3.954 1.136
H: -1.672 -4.105 -0.535

Results of the Mulliken charge analysis, in e, for atoms 1 through 8: K 1.6875; C -2.1954; C 2.0596; C -1.7369; C -1.7344; C -1.2300; C -0.0075; C -1.1943

***

No. 3
A molecular structure, C45H61BrCsN5O3P, computed with wB97M-V/def2-TZVPD.

Output
Relative energy (zero: lowest compared OMol25 entry of this formula, charge and spin)   125.3 kJ/mol
Max |F|   0.034 hartree/bohr
Total charge   +1
Gap between HOMO and LUMO   8.019 eV
E_LUMO   -2.35 eV
Calculated total energy   -5186.17709 Ha

Geometry (Å):
Cs: -0.243 -1.179 0.854
O: -0.710 -3.951 0.121
C: -0.436 -4.909 -0.873
C: -1.523 -5.620 -1.331
C: -1.360 -6.530 -2.364
C: -0.102 -6.720 -2.915
C: 0.980 -5.994 -2.441
C: 0.840 -5.071 -1.407
C: 1.987 -4.269 -0.951
N: 1.927 -3.070 -0.418
C: 3.229 -2.684 -0.198
C: 4.086 -3.668 -0.590
N: 3.281 -4.670 -1.074
H: -2.492 -5.445 -0.880
H: -2.212 -7.083 -2.736
H: 0.037 -7.425 -3.725
H: 1.947 -6.122 -2.913
H: 3.469 -1.720 0.227
H: 5.160 -3.742 -0.568
H: 3.593 -5.568 -1.399
C: 0.522 2.364 5.270
C: -0.828 2.338 4.562
C: -1.672 3.539 5.016
C: -0.739 2.313 3.044
C: 0.394 2.647 2.326
C: 0.391 2.726 0.928
C: 1.650 3.275 0.285
C: 1.806 4.771 0.585
C: 2.904 2.519 0.729
C: -0.773 2.441 0.192
C: -1.957 2.148 0.921
C: -1.887 2.055 2.307
C: -3.369 1.993 0.354
C: -3.947 3.243 -0.321
C: -3.508 0.782 -0.553
C: -0.840 2.778 -1.297
C: -1.206 4.114 -1.511
C: -1.481 4.630 -2.765
C: -1.421 3.791 -3.864
C: -1.002 2.483 -3.686
C: -0.662 1.945 -2.437
P: 0.196 0.285 -2.415
C: 1.793 0.642 -3.393
C: 1.713 1.463 -4.681
C: 2.721 1.403 -2.449
C: 2.463 -0.709 -3.689
C: -0.792 -0.939 -3.501
C: -2.247 -0.904 -3.035
C: -0.236 -2.338 -3.154
C: -0.790 -0.811 -5.025
H: 0.374 2.330 6.351
H: 1.072 3.282 5.046
H: 1.144 1.514 4.991
H: -1.351 1.426 4.868
H: -1.163 4.470 4.753
H: -1.815 3.524 6.099
H: -2.655 3.549 4.540
H: 1.307 2.908 2.854
H: 1.544 3.177 -0.789
H: 1.982 4.938 1.651
H: 0.912 5.330 0.300
H: 2.655 5.185 0.034
H: 3.154 2.745 1.769
H: 3.763 2.809 0.119
H: 2.775 1.438 0.639
H: -2.797 1.815 2.851
H: -3.995 1.825 1.234
H: -3.561 3.372 -1.333
H: -3.731 4.148 0.252
H: -5.033 3.140 -0.393
H: -2.861 0.907 -1.415
H: -4.535 0.672 -0.912
H: -3.225 -0.129 -0.019
H: -1.319 4.752 -0.642
H: -1.764 5.671 -2.874
H: -1.667 4.154 -4.855
H: -0.899 1.859 -4.561
H: 1.403 2.490 -4.485
H: 1.054 1.041 -5.436
H: 2.720 1.507 -5.112
H: 2.340 2.404 -2.250
H: 3.702 1.515 -2.923
H: 2.857 0.874 -1.506
H: 2.004 -1.225 -4.532
H: 2.446 -1.375 -2.820
H: 3.511 -0.531 -3.952
H: -2.335 -1.099 -1.964
H: -2.805 -1.686 -3.560
H: -2.722 0.051 -3.259
H: 0.052 -2.414 -2.105
H: 0.647 -2.586 -3.741
H: -0.996 -3.098 -3.370
H: -1.277 0.097 -5.383
H: -1.361 -1.654 -5.430
H: 0.209 -0.868 -5.452
C: -3.150 -2.609 4.006
C: -3.292 -1.499 3.000
N: -4.440 -0.795 3.027
O: -2.404 -1.245 2.186
H: -3.951 -2.621 4.744
H: -2.191 -2.503 4.510
H: -3.142 -3.560 3.472
H: -5.182 -1.006 3.668
H: -4.580 -0.069 2.341
O: 0.501 -5.054 1.554
N: -0.161 -4.117 1.409
Br: 4.511 1.735 4.403
C: 3.579 0.097 4.403
C: 3.868 -0.885 5.330
C: 3.136 -2.062 5.277
C: 2.154 -2.198 4.310
N: 1.869 -1.240 3.425
C: 2.576 -0.111 3.472
H: 4.644 -0.737 6.068
H: 3.331 -2.863 5.977
H: 1.576 -3.113 4.233
H: 2.334 0.658 2.745

Results of the Mulliken charge analysis, in e, for atoms 1 through 8: Cs 1.3758; O -0.0420; C 0.2804; C -0.6830; C -0.5787; C -0.9004; C -0.9326; C 1.4247

***

No. 4
13 unconnected molecules or ions with the total composition C45H61F2I2N15O6S, computed with wB97M-V/def2-TZVPD.

Output
Relative energy (zero: lowest compared OMol25 entry of this formula, charge and spin)   0.0 kJ/mol
Max |F|   0.075 hartree/bohr
Gap between HOMO and LUMO   7.686 eV
E_LUMO   -1.50 eV
Calculated total energy   -4217.12422 Ha

Geometry (Å):
C: 6.197 2.729 3.887
C: 5.991 4.089 3.113
S: 5.088 3.973 1.510
C: 4.796 2.222 1.034
C: 3.288 1.911 0.660
C: 2.314 3.020 0.471
C: 0.887 2.785 0.107
N: -0.123 3.845 -0.064
C: 0.126 4.739 -1.168
O: 1.117 4.789 -1.811
F: -0.880 5.606 -1.566
C: -0.393 4.553 1.146
O: -0.747 5.688 1.188
F: -0.284 3.906 2.365
C: 0.480 1.402 -0.093
C: 1.468 0.275 0.087
C: 2.875 0.472 0.483
C: 3.852 -0.733 0.695
I: 4.606 -1.306 -1.292
C: 3.256 -1.981 1.463
C: 2.174 -1.657 2.567
I: 4.971 -2.860 2.552
C: 0.662 -1.023 -0.228
O: 0.985 -2.144 -0.500
N: -0.713 -0.587 -0.193
O: -1.625 -1.269 0.559
C: -1.453 -1.041 1.967
C: -2.234 0.218 2.516
N: -3.627 0.296 2.018
C: -4.309 1.323 2.869
C: -3.918 2.819 2.502
C: -3.746 3.743 3.789
O: -5.048 3.380 1.775
C: -0.933 0.790 -0.466
O: -1.887 1.377 -0.897
H: 5.292 2.071 3.757
H: 6.345 2.877 4.985
H: 7.056 2.191 3.388
H: 6.967 4.609 2.933
H: 5.380 4.759 3.790
H: 5.363 2.057 0.065
H: 5.189 1.456 1.749
H: 2.600 4.098 0.590
H: 4.781 -0.426 1.255
H: 2.951 -2.801 0.755
H: 2.038 -0.570 2.799
H: 1.215 -2.184 2.287
H: 2.489 -2.143 3.537
H: -0.390 -0.950 2.314
H: -1.872 -1.954 2.487
H: -1.610 1.127 2.216
H: -2.183 0.158 3.644
H: -3.544 0.689 1.071
H: -4.087 1.179 3.961
H: -5.415 1.221 2.699
H: -2.982 2.921 1.889
H: -2.738 4.233 3.833
H: -4.512 4.574 3.813
H: -3.882 3.172 4.752
H: -4.869 3.383 0.820
C: 1.943 3.530 -5.154
C: 3.265 2.951 -4.996
N: 4.303 2.481 -4.872
H: 1.995 4.560 -5.511
H: 1.331 2.971 -5.863
H: 1.411 3.541 -4.201
C: 3.390 -6.509 1.592
C: 2.383 -5.820 2.391
N: 1.589 -5.277 3.020
H: 4.388 -6.390 2.018
H: 3.185 -7.578 1.530
H: 3.423 -6.122 0.571
C: -1.528 -7.264 1.629
C: -0.238 -7.915 1.836
N: 0.778 -8.425 1.998
H: -1.407 -6.249 1.247
H: -2.143 -7.810 0.912
H: -2.094 -7.197 2.555
C: -3.174 -2.119 -2.583
C: -4.046 -3.197 -2.126
N: -4.732 -4.047 -1.766
H: -2.271 -2.507 -3.051
H: -3.670 -1.483 -3.316
H: -2.861 -1.478 -1.756
C: -2.408 -5.855 -5.065
C: -2.036 -4.443 -5.058
N: -1.737 -3.332 -5.052
H: -1.824 -6.423 -4.339
H: -3.462 -5.995 -4.816
H: -2.243 -6.309 -6.043
C: -3.813 -7.589 5.441
C: -3.914 -8.114 4.082
N: -3.993 -8.529 3.013
H: -4.788 -7.285 5.826
H: -3.409 -8.333 6.129
H: -3.160 -6.716 5.487
C: -7.876 -8.737 5.773
C: -7.506 -7.325 5.811
N: -7.212 -6.215 5.840
H: -7.304 -9.320 6.498
H: -8.933 -8.879 6.002
H: -7.694 -9.172 4.789
C: -0.428 8.440 -0.658
C: -0.442 9.885 -0.874
N: -0.451 11.022 -1.044
H: 0.138 8.175 0.237
H: -1.436 8.043 -0.533
H: 0.027 7.914 -1.498
C: 3.131 10.942 -0.204
C: 3.970 9.830 0.237
N: 4.627 8.954 0.584
H: 3.728 11.752 -0.627
H: 2.420 10.630 -0.971
H: 2.554 11.361 0.621
C: 1.989 -4.622 -4.424
C: 1.134 -5.709 -3.956
N: 0.455 -6.559 -3.588
H: 2.903 -5.002 -4.885
H: 1.482 -4.004 -5.167
H: 2.286 -3.966 -3.604
C: 6.371 3.496 -7.604
C: 6.336 3.380 -9.060
N: 6.308 3.289 -10.205
H: 7.265 3.029 -7.187
H: 6.371 4.539 -7.285
H: 5.508 3.015 -7.143
C: -5.548 1.317 -5.152
C: -4.254 0.667 -4.960
N: -3.237 0.154 -4.809
H: -5.433 2.329 -5.542
H: -6.172 0.765 -5.857
H: -6.102 1.390 -4.214

Results of the Mulliken charge analysis, in e, for atoms 1 through 8: C -0.9771; C -0.2447; S -0.0797; C -0.7196; C 0.9197; C -0.9445; C -0.7497; N 0.7517